1.
C17H18N6O2 in the gas phase at a distorted geometry. Source: OMol25; level of theory: the ωB97M-V functional and the def2-TZVPD basis.

The HOMO-LUMO gap is 9.02 eV. The highest occupied orbital energy comes out at -0.3282 hartree. The energy comes out at -1137.61577 a.u. The value obtained for the largest force on an atom is 0.0826 hartree/bohr. The value obtained for the LUMO energy is 0.1 eV. The value obtained for the energy relative to the best compared isomer or geometry (same formula, charge and spin) is 249.2 kJ/mol. As for the SMILES: Cc1ccc(-n2nnc3c(=O)n(CC(=O)N4CCCC4)cnc32)cc1.

ORCA input file:
```
! RIJCOSX wB97M-V def2-TZVPD def2/J DEFGRID3
* xyz 0 1
O -2.506 1.481 2.714
O 1.063 -0.954 4.958
N -2.495 1.654 -0.300
N -1.975 1.468 -1.471
N 0.813 0.597 0.641
C -1.504 1.265 2.032
C -0.062 -0.658 4.615
C 0.715 0.520 1.931
C -1.517 1.295 0.594
C -0.349 0.962 -0.058
C -0.475 0.750 -3.738
C 1.536 0.474 -2.452
C 0.197 0.416 -4.901
C 2.266 0.218 -3.651
C 0.183 0.816 -2.520
C 1.578 0.145 -4.896
N -0.623 1.127 -1.389
N -0.383 0.802 2.711
N -1.097 -1.603 4.631
C 2.316 -0.148 -6.165
C -0.318 0.752 4.173
C -2.462 -1.417 4.128
C -0.837 -2.961 5.085
C -3.142 -2.693 4.601
C -2.082 -3.744 4.717
H 1.612 0.258 2.473
H -1.536 0.986 -3.823
H 2.062 0.457 -1.494
H -0.369 0.284 -5.828
H 3.343 0.010 -3.614
H 3.169 -0.818 -5.943
H 2.754 0.787 -6.583
H 1.691 -0.630 -6.925
H -1.272 1.021 4.647
H 0.393 1.468 4.612
H -2.981 -0.520 4.532
H -2.490 -1.368 3.035
H -0.634 -2.979 6.190
H 0.024 -3.418 4.594
H -3.597 -2.476 5.590
H -3.917 -2.966 3.866
H -2.300 -4.462 5.501
H -1.950 -4.240 3.732
*
```

Need the Löwdin charges? In units of e they are: 0.05 0.07 0.11 0.06 0.15 -0.36 -0.43 -0.10 -0.15 -0.18 -0.03 0.00 -0.04 -0.02 -0.19 -0.28 0.02 0.04 -0.03 -0.07 -0.04 -0.15 -0.16 -0.19 -0.18 0.14 0.11 0.10 0.12 0.11 0.08 0.09 0.08 0.13 0.15 0.13 0.12 0.14 0.12 0.12 0.12 0.11 0.13



2.
A molecular structure, C46H62N2P3RuSSi at a distorted geometry. Source: OMol25; level of theory: the ωB97M-V functional and the def2-TZVPD basis.

The HOMO-LUMO gap (alpha / beta) is 4.97 / 6.50 eV. The highest occupied orbital energy (alpha / beta) comes out at -0.2829 / -0.3854 hartree. The energy comes out at -3705.79657 a.u. The value obtained for the largest force on an atom is 0.0693 hartree/bohr. The value obtained for the LUMO energy (alpha / beta) is -2.7 / -4.0 eV. The value obtained for the energy relative to the best compared isomer or geometry (same formula, charge and spin) is 0.0 kJ/mol.

ORCA input file:
```
! RIJCOSX wB97M-V def2-TZVPD def2/J DEFGRID3
* xyz 1 5
Ru -0.379 -1.077 0.190
C -3.760 3.858 -1.612
C -2.622 4.134 -0.634
C -2.972 3.998 0.879
P -1.235 2.981 -1.067
C -0.682 3.777 -2.682
C -1.231 2.903 -3.857
C 0.856 3.956 -2.790
C -0.026 3.581 0.154
C 0.314 4.937 0.137
C 0.976 5.572 1.194
C 1.529 4.767 2.195
C 1.258 3.409 2.196
C 0.631 2.731 1.114
Si 1.063 0.871 0.809
C 1.670 0.134 2.421
C 2.984 0.308 2.833
C 3.509 -0.453 3.897
C 2.677 -1.285 4.675
C 1.322 -1.427 4.301
C 0.838 -0.761 3.126
P -0.812 -0.990 2.396
C -1.766 0.580 2.988
C -1.251 0.822 4.468
C -3.295 0.510 3.023
C -1.539 -2.416 3.269
C -0.771 -3.738 3.311
C -2.887 -2.829 2.790
C 2.492 1.031 -0.290
C 3.234 2.217 -0.473
C 4.548 2.189 -0.991
C 5.039 1.001 -1.538
C 4.220 -0.167 -1.591
C 3.014 -0.115 -0.960
P 2.080 -1.643 -0.934
C 3.459 -2.734 -0.130
C 4.451 -2.073 0.919
C 2.784 -3.959 0.525
C 1.919 -2.282 -2.737
C 2.135 -1.153 -3.778
C 2.645 -3.585 -3.057
H -4.633 4.256 -1.161
H -3.986 2.782 -1.818
H -3.663 4.341 -2.626
H -2.208 5.171 -0.653
H -3.640 3.109 0.997
H -3.489 4.917 1.148
H -2.110 3.819 1.483
H -1.207 4.780 -2.667
H -0.723 1.907 -3.873
H -1.188 3.457 -4.843
H -2.302 2.732 -3.696
H 0.987 4.973 -3.161
H 1.239 3.313 -3.575
H 1.453 3.840 -1.905
H 0.091 5.554 -0.714
H 1.045 6.632 1.282
H 2.191 5.166 3.002
H 1.656 2.801 3.011
H 3.670 0.993 2.344
H 4.624 -0.426 4.035
H 3.114 -1.853 5.537
H 0.587 -1.948 4.952
H -1.417 1.307 2.305
H -1.633 0.056 5.134
H -1.671 1.834 4.764
H -0.184 0.882 4.552
H -3.622 -0.050 3.911
H -3.751 0.100 2.152
H -3.759 1.503 3.231
H -1.662 -2.059 4.355
H -0.959 -4.345 2.390
H -0.991 -4.269 4.238
H 0.317 -3.736 3.415
H -3.655 -2.092 3.046
H -3.170 -3.786 3.262
H -2.957 -2.946 1.686
H 2.846 3.188 -0.153
H 5.165 3.093 -0.988
H 6.043 0.929 -2.002
H 4.467 -0.958 -2.271
H 4.130 -3.057 -0.953
H 3.875 -1.370 1.578
H 5.283 -1.598 0.386
H 4.780 -2.856 1.604
H 3.112 -4.918 0.141
H 1.683 -3.955 0.554
H 3.103 -3.922 1.584
H 0.812 -2.535 -2.779
H 1.819 -0.099 -3.481
H 1.572 -1.364 -4.734
H 3.215 -1.163 -3.991
H 3.685 -3.458 -3.344
H 2.216 -4.119 -3.948
H 2.665 -4.246 -2.206
N -3.846 -1.150 0.018
C -3.715 -2.164 -0.960
C -4.547 -3.256 -1.107
C -4.497 -4.126 -2.203
C -3.770 -3.716 -3.290
C -2.887 -2.619 -3.154
C -2.227 -2.022 -4.264
C -1.285 -1.014 -4.038
C -0.949 -0.695 -2.725
N -1.612 -1.107 -1.699
C -2.662 -2.008 -1.893
H -3.491 -0.284 -0.404
H -4.841 -1.038 0.226
H -5.329 -3.440 -0.389
H -5.084 -5.061 -2.300
H -3.972 -4.160 -4.241
H -2.629 -2.174 -5.287
H -0.719 -0.598 -4.918
H -0.110 -0.028 -2.509
S -0.773 -4.347 -0.172
C -0.340 -2.880 0.082
*
```

Atomic partial charges in e from the Löwdin method, atoms 1 to 99: 0.78 -0.14 -0.57 -0.10 1.05 -0.53 -0.14 -0.10 -0.43 -0.11 -0.05 -0.08 -0.10 -0.27 0.59 -0.32 -0.12 -0.08 -0.05 -0.07 -0.37 0.94 -0.44 -0.09 -0.12 -0.55 -0.13 -0.14 -0.29 -0.07 -0.05 -0.04 -0.12 -0.44 1.10 -0.45 -0.07 -0.13 -0.50 -0.12 -0.11 0.06 0.08 0.09 0.11 0.08 0.08 0.04 0.11 0.05 0.10 0.04 0.08 0.07 0.03 0.10 0.10 0.12 0.10 0.11 0.13 0.12 0.11 0.04 0.07 0.11 0.05 0.08 0.03 0.09 0.13 0.03 0.09 0.06 0.06 0.10 0.06 0.10 0.11 0.12 0.10 0.09 0.05 0.07 0.07 0.08 -0.02 0.07 0.08 0.08 0.09 0.07 0.07 0.11 0.05 0.10 -0.27 -0.02 -0.06



3.
A molecular structure, C25H24B3NO18 at a distorted geometry. Source: OMol25; level of theory: the ωB97M-V functional and the def2-TZVPD basis.

The HOMO-LUMO gap is 7.76 eV. The highest occupied orbital energy comes out at -0.3418 hartree. The energy comes out at -2450.94145 a.u. The value obtained for the largest force on an atom is 0.0245 hartree/bohr. The value obtained for the LUMO energy is -1.5 eV.

ORCA input file:
```
! RIJCOSX wB97M-V def2-TZVPD def2/J DEFGRID3
* xyz 0 1
C 6.730 -2.736 0.224
C 7.564 -1.797 1.051
N 8.790 -1.648 0.754
C 6.851 -1.037 2.151
B 6.264 0.302 1.568
O 6.878 1.031 0.564
B 6.038 1.202 -0.524
O 4.689 1.434 -0.304
B 4.223 0.680 0.760
C 3.024 -0.334 0.624
C 1.676 0.287 0.800
O 1.438 1.188 1.543
O 0.667 -0.239 -0.005
C -0.204 -1.154 0.571
C 0.359 -2.505 0.877
O -1.347 -0.867 0.731
O 4.980 0.732 1.922
H 5.848 -3.076 0.760
H 6.425 -2.258 -0.707
H 7.345 -3.592 -0.039
H 9.236 -0.961 1.359
H 5.993 -1.612 2.497
H 7.516 -0.898 3.000
H 6.468 1.069 -1.617
H 3.080 -0.846 -0.335
H 3.131 -1.093 1.400
H -0.041 -2.847 1.823
H 0.046 -3.165 0.071
H 1.441 -2.497 0.897
C 7.778 0.300 -7.071
C 8.134 -0.022 -5.819
C 7.218 0.203 -4.641
O 7.632 -0.141 -3.550
C 5.922 0.808 -4.874
C 5.568 1.133 -6.126
C 6.475 0.887 -7.307
O 6.051 1.204 -8.402
O 4.410 1.689 -6.440
O 9.300 -0.561 -5.502
H 8.426 0.140 -7.921
H 5.278 0.981 -4.023
H 4.419 1.811 -7.410
H 9.287 -0.692 -4.533
C -4.250 1.186 0.678
C -4.638 2.121 1.557
C -6.034 2.687 1.563
O -6.299 3.523 2.407
C -6.974 2.216 0.565
C -6.590 1.285 -0.315
C -5.200 0.701 -0.305
O -4.958 -0.153 -1.138
O -7.380 0.789 -1.259
O -3.845 2.629 2.489
H -3.251 0.770 0.668
H -7.968 2.638 0.570
H -6.839 0.134 -1.741
H -4.386 3.275 2.981
C -11.444 0.404 3.819
C -10.330 1.074 3.492
C -8.988 0.395 3.388
O -8.049 1.097 3.059
C -8.898 -1.020 3.679
C -10.011 -1.690 4.010
C -11.360 -1.017 4.089
O -12.309 -1.719 4.383
O -10.035 -2.982 4.292
O -10.300 2.372 3.233
H -12.411 0.880 3.894
H -7.928 -1.494 3.615
H -10.967 -3.199 4.491
H -9.367 2.594 3.037
*
```

Need the Löwdin charges? In units of e they are: -0.03 -0.44 0.15 0.01 -0.52 0.27 -0.31 0.28 -0.52 0.05 -0.43 0.20 0.08 -0.48 0.04 0.16 0.30 0.07 0.09 0.08 0.06 0.11 0.12 0.11 0.14 0.13 0.10 0.10 0.07 0.07 -0.24 -0.31 0.09 0.07 -0.24 -0.31 0.11 0.12 0.12 0.14 0.13 0.12 0.12 0.08 -0.23 -0.33 0.10 0.05 -0.24 -0.31 0.10 0.11 0.12 0.12 0.13 0.12 0.12 0.07 -0.23 -0.30 0.10 0.08 -0.24 -0.31 0.11 0.12 0.12 0.14 0.14 0.12 0.12



4.
C6H9N3O4 in the gas phase at a distorted geometry. Source: OMol25; level of theory: the ωB97M-V functional and the def2-TZVPD basis.

The HOMO-LUMO gap is 10.24 eV. The highest occupied orbital energy comes out at -0.3464 hartree. The energy comes out at -699.14536 a.u. The value obtained for the largest force on an atom is 0.1149 hartree/bohr. The value obtained for the LUMO energy is 0.8 eV. The value obtained for the energy relative to the best compared isomer or geometry (same formula, charge and spin) is 129.3 kJ/mol. As for the SMILES: C=CCOC(=O)N1N[C@@H]1OC(N)=O.

ORCA input file:
```
! RIJCOSX wB97M-V def2-TZVPD def2/J DEFGRID3
* xyz 0 1
C 4.385 -0.115 -0.128
C 3.100 -0.340 -0.333
C 0.149 -1.255 -0.185
C -4.417 0.307 0.251
C -2.276 -0.623 0.212
C 2.202 -0.624 0.805
N -2.178 -1.839 -0.871
N -1.207 -0.865 -0.689
N -5.383 0.801 -0.544
O 0.482 -2.393 -0.421
O -4.645 -0.114 1.342
O 0.759 -0.277 0.490
O -3.154 0.364 -0.294
H 5.312 -0.197 -0.661
H 4.651 -0.211 0.975
H 2.678 -0.440 -1.306
H -2.219 -0.735 1.294
H 2.521 -0.246 1.662
H 2.232 -1.756 0.929
H -1.983 -2.701 -0.240
H -6.259 0.475 -0.347
H -5.227 1.179 -1.422
*
```

Need the Löwdin charges? In units of e they are: 0.02 -0.15 -0.49 -0.61 -0.18 -0.11 0.11 -0.05 0.22 0.11 0.11 0.04 0.06 0.05 0.08 0.11 0.17 0.08 0.15 0.13 0.08 0.09